Record 1
Entry from the OMol25 dataset: a 7-piece molecular cluster, C19H54N8O9 overall at a distorted geometry (ωB97M-V/def2-TZVPD).

Calculated values
* HOMO: -8.48 eV
* gap between HOMO and LUMO: 8.60 eV
* energy above the lowest of the compared OMol25 structures with the same formula, charge and spin: 45.5 kcal per mole

Geometry (Å):
H: 0.906497 -0.712098 1.224625
H: -3.442472 2.239135 -5.994794
O: 2.547894 0.371220 -1.226793
H: -0.494860 -0.039907 7.301364
H: -0.872373 1.613186 -6.748097
H: -0.960686 -1.641208 6.680825
C: -0.991396 -0.465183 4.510348
O: 4.088080 4.318775 1.231641
H: 1.773543 -2.299563 2.537133
C: 1.778404 -0.310513 -0.527808
H: 2.539108 -1.662404 -4.365186
O: -3.316308 0.674335 -7.450990
H: 1.123692 -3.336185 0.268084
C: -3.388503 1.411941 -8.641844
H: -3.096340 -1.655861 -0.449590
H: 1.181569 3.115837 -4.424849
N: 2.634050 5.804106 0.233781
H: 2.705534 1.076626 6.438769
H: -2.684817 0.538389 8.011148
H: 3.196936 -2.166755 1.709611
C: 1.714277 -2.363695 -4.344494
C: -1.984894 -0.311011 0.727979
H: 1.409314 -4.711856 1.258318
C: 2.288575 0.936883 5.445667
H: 1.504334 -2.762653 -5.336532
H: 0.943568 -0.321228 3.572282
N: 3.214139 0.813832 -3.837424
N: 1.589339 2.310107 -3.981860
H: -2.894174 -1.469849 11.065421
H: -1.639044 -0.108286 -3.608784
H: 0.705477 -1.275670 -2.043834
H: 2.119850 1.861193 4.882898
H: 3.105862 6.602784 0.618552
H: 2.967065 0.423423 4.756255
O: 1.056615 0.248495 5.586197
H: 0.087547 0.212517 -5.219368
O: -2.198053 -1.284857 9.114438
H: -3.308636 0.095589 -0.957327
C: -2.936638 1.300803 -6.244553
H: -4.183865 2.158283 -8.701134
H: -1.902902 -0.727242 -1.458968
H: -3.422710 -0.971170 7.503533
H: 2.618338 2.629869 -0.031665
H: 3.933433 0.243034 -4.245437
H: 1.608657 2.204670 -2.978526
H: -3.531765 0.627982 -5.617734
O: 0.606669 -1.608428 -3.814778
H: -0.969260 -1.552143 4.420942
C: -2.512943 -0.538228 7.923791
N: 1.607101 -0.138889 0.783456
C: 2.576623 1.691975 -4.618422
H: -2.501129 -1.042259 -4.873117
C: 3.090471 4.569895 0.555220
H: -1.321435 2.092658 -5.074291
H: 0.240188 1.220927 3.966734
H: -3.149342 0.105430 10.305902
C: 1.905596 -3.826163 0.852306
H: 1.902965 5.838597 -0.449558
O: 2.742216 1.846898 -5.838965
O: 2.995987 -4.213453 0.041531
C: -1.525491 -0.795483 -4.453300
C: 0.391045 0.207611 4.358625
H: -1.699953 -2.110757 1.521185
H: 2.839897 0.556544 -2.925009
H: 2.921031 -3.554137 2.750515
C: -3.161559 -0.973898 10.134195
H: 1.958318 -3.202780 -3.689228
H: -1.678701 0.896322 5.777250
H: 2.155428 0.527317 1.299816
H: -2.398362 1.831431 -8.845206
H: -1.326039 0.502984 0.420792
O: -1.187182 -1.353934 1.222672
N: -0.874903 0.055813 -5.485342
H: 2.780870 -4.642977 -0.788281
H: -3.544818 0.754911 -9.498710
H: -4.206249 -1.217634 9.925123
C: -1.450886 1.342490 -5.862947
N: 2.378348 3.605985 -0.077561
N: -1.798423 -0.102973 5.638234
C: 2.468096 -2.931505 1.977776
C: -2.623110 -0.692517 -0.643400
H: 1.633724 3.936390 -0.662606
H: -2.796519 0.055486 1.356638
C: -0.684230 -2.027538 -4.271602
H: -1.211909 -2.666968 -3.555699
C: -1.325013 -0.650180 6.950989
H: -0.626823 -2.605052 -5.194625
H: 0.032645 -1.320432 -0.400228
H: -1.506859 -0.039784 3.643522
N: 0.762660 -1.067375 -1.045618

Atoms 1-2, force components in eV/Å:
H 0.145 0.231 0.431
H 0.247 0.497 -0.879

Record 2
Entry from the OMol25 dataset: a 9-piece molecular cluster, C19H56N2O10 overall at a distorted geometry (ωB97M-V/def2-TZVPD).

Calculated values
* charge: -1
* HOMO (alpha / beta): -0.35 / -6.74 eV
* gap between HOMO and LUMO (alpha / beta): 3.06 / 9.44 eV
* 2S+1: 2

Geometry (Å):
H: 2.689409 -4.085097 2.410565
H: 3.089729 0.041623 0.464075
C: 1.601729 2.746223 2.891295
H: 2.074959 -2.910627 5.285085
O: -0.004051 -1.785107 0.604775
H: -3.049731 -2.449827 1.484375
H: -4.832971 2.133363 -1.256225
N: -0.242351 -0.565297 0.535105
C: 0.319209 3.852263 -2.991995
H: -6.301371 -1.735347 -3.118715
C: 4.628689 0.404323 2.280575
H: -3.207061 -0.428267 -4.057445
O: 1.158619 -2.269097 -2.130695
H: 0.997799 1.305583 -2.056155
O: -3.966071 0.575733 -0.353725
H: -5.343781 2.331553 1.205265
H: 2.955679 -5.688767 4.260025
H: -3.149981 3.640283 -1.539245
H: -1.413371 -2.584627 1.140725
H: -0.902361 2.569663 -4.656765
H: -3.724491 2.189193 1.534565
H: 6.188029 -1.824897 -0.168595
C: 1.996229 -5.243227 3.997215
O: 0.696079 -3.466977 2.890015
H: -3.313551 -1.030457 -1.516845
C: -0.035531 -1.928457 -2.742085
H: -4.335561 -1.338847 -5.048225
O: 3.852739 -0.453447 0.156935
H: 2.655259 2.663513 3.158395
C: 1.463009 3.707413 1.667405
H: 1.379769 2.193853 0.490495
H: 1.057089 -1.930527 -1.238145
H: 6.953509 -1.044257 1.241415
H: -2.278731 2.069983 -1.884875
C: 4.694339 -0.767447 1.220285
H: 3.605529 0.413163 2.656275
O: -0.207991 1.957863 -4.401515
H: 2.386489 -1.802857 4.051455
H: -4.241291 3.704033 0.820155
H: 2.001519 4.653003 1.730415
C: -4.134601 -2.042787 -3.030145
C: 2.032399 -3.882507 3.256375
C: -4.031171 1.994743 -0.530975
H: -2.854911 -2.051417 -4.764155
C: -3.591551 -1.428547 -4.256705
C: 2.583979 -2.839627 4.323865
H: -5.348551 -0.563447 -2.099315
H: 4.973899 1.402223 2.010135
O: -3.167561 -1.838397 -2.014365
C: 1.633769 1.673833 -2.861155
H: -2.083391 -2.761927 2.687305
N: -2.184741 -2.926407 1.695955
H: -0.268571 4.715783 2.310625
H: 1.529429 -5.961317 3.323025
H: 0.850889 -2.656317 2.399635
H: 1.527449 1.702133 2.587235
H: 4.289509 -1.660167 1.697005
H: -0.200501 4.535583 -3.663605
H: 1.334269 -5.162687 4.859445
H: 6.251169 -0.048407 -0.011945
C: -4.382681 2.623903 0.782285
C: -5.447941 -1.588357 -2.456785
C: 0.893399 2.666973 -3.783505
O: -1.380691 -0.155747 0.436865
O: 0.683909 0.236063 0.461645
H: 1.096299 4.368083 -2.427925
C: -0.037811 4.027133 1.497835
C: 6.131769 -0.988007 0.527495
H: 3.662459 -2.865307 4.479825
H: -0.297891 4.439323 0.522865
H: -0.717041 -2.776787 -2.678965
H: -5.717031 -2.236407 -1.622675
H: 0.985459 2.977693 3.760055
H: 0.116059 -1.806937 -3.814635
O: 1.983769 2.937963 0.546045
H: -0.653311 3.165883 1.757635
H: -2.096061 2.826043 -0.360385
H: -2.262621 -3.933377 1.688885
H: -3.061481 0.360043 -0.115395
H: -0.335381 3.457153 -2.215145
C: -2.823011 2.672893 -1.158005
H: -0.528891 -1.090767 -2.249165
H: 1.593189 2.838993 -4.601305
H: 5.290649 0.111343 3.095485
H: 2.550239 2.091853 -2.444685
H: 1.932369 0.728763 -3.314795
H: -4.214121 -3.107937 -3.247435

Atoms 1-2, force components in eV/Å:
H -0.023 0.833 -0.342
H -0.353 -0.054 0.025